No. 1
C12H12P2 | ωB97M-V/def2-TZVPD

Summary:
E_tot (hartree): -1146.887211
Energy above the lowest of the compared OMol25 structures with the same formula, charge and spin (eV): 7.245
Highest occupied orbital energy (spin up / spin down) (eV): -8.1 / -7.9
Kohn-Sham gap (spin up / spin down) (hartree): 0.2919 / 0.2606

Structure (ORCA input):
```
! wB97M-V def2-TZVPD RIJCOSX def2/J DEFGRID3
* xyz 0 1
C 4.14312 -0.97355 -1.32803
C 3.85188 -1.95288 -0.35060
C 3.41746 0.16157 -1.49932
C 2.79252 -1.77719 0.50459
C 2.43259 0.31926 -0.51695
C 1.97362 -0.66225 0.31727
C -1.67446 0.96159 1.99714
C -2.61582 1.88963 1.70165
C -0.49554 2.02278 0.29397
C -0.52855 0.95193 1.04969
C -0.62343 -1.83815 0.89851
C -2.67249 3.29627 -0.90598
P 0.50045 -0.44345 1.48146
P -1.81892 3.20099 0.74631
H 4.89544 -1.04102 -2.06460
H 4.31089 -2.88060 -0.14962
H 3.68095 0.73646 -2.28349
H 2.43167 -2.42947 1.20062
H -1.59021 0.11722 2.75208
H -3.49150 2.22457 2.27163
H -1.19939 -2.05542 1.79989
H 0.10769 -2.69417 0.52430
H -1.11913 -1.47943 0.03051
H -2.87746 2.18347 -1.27490
H -1.85961 3.70756 -1.67100
H -3.52481 3.84874 -0.79378
*
```

Computed Löwdin charges, given in elementary charges: atom 1 (C): -0.0929, atom 2 (C): -0.0623, atom 3 (C): -0.0899, atom 4 (C): -0.1298, atom 5 (C): 0.0673, atom 6 (C): -0.4010, atom 7 (C): -0.2359, atom 8 (C): -0.2959, atom 9 (C): -0.1428, atom 10 (C): -0.6022, atom 11 (C): -0.2612, atom 12 (C): -0.3225, atom 13 (P): 0.9804, atom 14 (P): 0.8818, atom 15 (H): 0.0913, atom 16 (H): 0.0906, atom 17 (H): 0.0649, atom 18 (H): 0.0659, atom 19 (H): 0.0973, atom 20 (H): 0.0600, atom 21 (H): 0.0181, atom 22 (H): 0.0782, atom 23 (H): 0.0180, atom 24 (H): 0.0820, atom 25 (H): 0.0771, atom 26 (H): -0.0367

No. 2
C12H13AuNO2S2 | ωB97M-V/def2-TZVPD

Summary:
E_tot (hartree): -1602.080972
Highest occupied orbital energy (spin up / spin down) (eV): -11.6 / -11.5
Kohn-Sham gap (spin up / spin down) (hartree): 0.2096 / 0.1920

Structure (ORCA input):
```
! wB97M-V def2-TZVPD RIJCOSX def2/J DEFGRID3
* xyz 1 1
Au 0.16710 0.32620 0.08650
S 2.65470 -0.43120 0.86950
C 1.73070 -0.53410 2.26830
N 0.41240 -0.59220 2.17450
C -0.20120 -0.48380 3.36830
C -1.57980 -0.55290 3.61040
C -2.02860 -0.37130 4.89480
C -1.13610 -0.11580 5.94840
C 0.22890 -0.09890 5.74500
C 0.69940 -0.29320 4.45660
S 2.34000 -0.38470 3.90340
H -2.25450 -0.76130 2.79560
H -3.08360 -0.43740 5.10940
H -1.52140 0.05850 6.94020
H 0.92010 0.05990 6.55600
C 1.59690 3.09410 -0.25360
C 0.48310 2.27650 -0.81680
O -0.28830 2.61190 -1.65480
H 1.36800 4.15500 -0.37420
H 2.48900 2.86350 -0.83730
H 1.81050 2.86160 0.78500
C -2.35420 2.24590 1.35440
C -2.92510 1.07220 0.62960
C -4.41560 1.00080 0.55790
O -2.22810 0.22290 0.10030
H -2.84850 2.39150 2.31090
H -2.53430 3.13600 0.74950
H -1.28070 2.12460 1.50730
H -4.89250 1.77400 1.15090
H -4.75300 0.01720 0.88180
H -4.71800 1.10780 -0.48430
*
```

Computed Löwdin charges, given in elementary charges: atom 1 (Au): 0.8975, atom 2 (S): 0.7027, atom 3 (C): -1.1412, atom 4 (N): -0.1022, atom 5 (C): -0.3215, atom 6 (C): -0.0192, atom 7 (C): -0.0636, atom 8 (C): -0.0594, atom 9 (C): -0.0757, atom 10 (C): -0.4545, atom 11 (S): 1.0857, atom 12 (H): 0.1072, atom 13 (H): 0.1106, atom 14 (H): 0.1125, atom 15 (H): 0.1163, atom 16 (C): -0.0369, atom 17 (C): -0.3687, atom 18 (O): 0.1407, atom 19 (H): 0.1054, atom 20 (H): 0.1071, atom 21 (H): 0.0748, atom 22 (C): -0.0108, atom 23 (C): -0.4743, atom 24 (C): 0.0134, atom 25 (O): -0.0194, atom 26 (H): 0.1008, atom 27 (H): 0.1115, atom 28 (H): 0.0577, atom 29 (H): 0.0902, atom 30 (H): 0.1043, atom 31 (H): 0.1090

No. 3
C12H13BO2 | ωB97M-V/def2-TZVPD

Summary:
E_tot (hartree): -640.418378
Energy above the lowest of the compared OMol25 structures with the same formula, charge and spin (eV): 2.490
Highest occupied orbital energy (eV): -8.0
Kohn-Sham gap (hartree): 0.3035

Structure (ORCA input):
```
! wB97M-V def2-TZVPD RIJCOSX def2/J DEFGRID3
* xyz 0 1
O -2.74962 -1.48838 0.29362
B -2.06579 -0.58511 1.06127
O -2.72634 0.04028 2.10682
C -0.50515 -0.16314 0.67062
C -0.08031 -0.07975 -0.86199
C -0.87559 0.56888 -1.74872
C -0.51029 0.62992 -3.11168
C 0.65676 0.09034 -3.57803
C 1.51295 -0.56858 -2.61092
C 1.18141 -0.65167 -1.35079
C -0.27258 1.22947 1.22251
C 0.82704 1.67737 1.81263
C 1.91674 0.77907 2.12058
C 1.86658 -0.48585 1.80594
C 0.56876 -1.15565 1.47941
H -3.62681 -1.67513 0.45978
H -3.63553 -0.04922 2.27474
H -1.78095 1.04447 -1.45717
H -1.15198 1.32039 -3.74417
H 1.07306 0.19959 -4.60097
H 2.52626 -0.85368 -2.84740
H 1.99119 -0.98623 -0.67151
H -1.18916 1.79424 1.15145
H 0.82797 2.67772 2.22444
H 2.82634 1.16049 2.46880
H 2.66738 -1.10318 1.94637
H 0.75870 -2.08694 1.03327
H -0.03103 -1.27972 2.45110
*
```

Computed Löwdin charges, given in elementary charges: atom 1 (O): 0.2052, atom 2 (B): -0.5563, atom 3 (O): 0.1789, atom 4 (C): -0.1905, atom 5 (C): -0.1100, atom 6 (C): -0.0556, atom 7 (C): -0.0974, atom 8 (C): -0.0758, atom 9 (C): -0.1116, atom 10 (C): -0.0484, atom 11 (C): -0.0610, atom 12 (C): -0.0683, atom 13 (C): -0.1013, atom 14 (C): -0.1199, atom 15 (C): -0.0893, atom 16 (H): 0.0612, atom 17 (H): 0.0780, atom 18 (H): 0.1099, atom 19 (H): 0.1209, atom 20 (H): 0.1064, atom 21 (H): 0.1019, atom 22 (H): 0.1148, atom 23 (H): 0.1088, atom 24 (H): 0.1028, atom 25 (H): 0.0866, atom 26 (H): 0.0779, atom 27 (H): 0.0883, atom 28 (H): 0.1436

No. 4
C12H13BiClO2 | ωB97M-V/def2-TZVPD

Summary:
E_tot (hartree): -1290.375290
Energy above the lowest of the compared OMol25 structures with the same formula, charge and spin (eV): 0.000
Highest occupied orbital energy (eV): -3.7
Kohn-Sham gap (hartree): 0.2399

Structure (ORCA input):
```
! wB97M-V def2-TZVPD RIJCOSX def2/J DEFGRID3
* xyz -1 1
C -2.37744 -1.51947 -0.35065
C -1.82225 -1.69342 -1.67237
C -1.60846 -0.41456 -2.22685
H -1.66373 -2.64872 -2.17685
C -2.05920 0.56698 -1.29820
C -2.52295 -0.08991 -0.13952
H -3.00706 0.37405 0.71857
H -2.80438 -2.30197 0.27609
H -1.16308 -0.20220 -3.19885
H -2.06025 1.64444 -1.46780
Bi -0.08343 -1.30980 1.03153
Cl 0.19048 -3.35184 2.39019
C 2.55504 -0.36014 -0.12782
C 2.22552 0.87783 -0.76110
C 1.87264 0.60436 -2.10963
H 2.25124 1.85788 -0.28709
C 1.96375 -0.80247 -2.31797
C 2.37780 -1.40832 -1.10070
H 2.57508 -2.46945 -0.93885
H 2.99288 -0.47362 0.86452
H 1.59002 1.34332 -2.85774
H 1.75436 -1.32259 -3.25053
C -0.11009 2.34964 3.45615
C -0.23911 1.28110 2.40589
O -0.18899 0.03403 2.84552
O -0.37669 1.56098 1.19414
H 0.40688 1.96592 4.34346
H -1.10819 2.71341 3.72885
H 0.43960 3.19455 3.02759
*
```

Computed Löwdin charges, given in elementary charges: atom 1 (C): -0.3685, atom 2 (C): -0.2094, atom 3 (C): -0.1485, atom 4 (H): 0.0798, atom 5 (C): -0.1559, atom 6 (C): -0.2601, atom 7 (H): 0.0864, atom 8 (H): 0.0690, atom 9 (H): 0.0841, atom 10 (H): 0.0895, atom 11 (Bi): 1.6157, atom 12 (Cl): -0.2495, atom 13 (C): -0.3111, atom 14 (C): -0.1988, atom 15 (C): -0.1713, atom 16 (H): 0.0722, atom 17 (C): -0.1937, atom 18 (C): -0.2654, atom 19 (H): 0.0654, atom 20 (H): 0.0640, atom 21 (H): 0.0713, atom 22 (H): 0.0696, atom 23 (C): -0.0149, atom 24 (C): -0.6930, atom 25 (O): -0.3128, atom 26 (O): -0.0555, atom 27 (H): 0.0775, atom 28 (H): 0.0827, atom 29 (H): 0.0811